{"formula": "C6H9N", "method": "ωB97M-V/def2-TZVPD", "homo_lumo_gap_ev": [7.8, 7.8], "lumo_energy_ev": [0.54, 0.54], "e_above_lowest_ev": 4.102, "elements": ["C", "C", "C", "C", "C", "C", "N", "H", "H", "H", "H", "H", "H", "H", "H", "H"], "coordinates": [[-0.9818, 0.5212, -0.0809], [-1.5943, -0.1993, -1.1885], [-0.3691, -1.9825, -2.3730], [0.2096, 0.4348, 0.5473], [0.3164, 1.3447, 1.8579], [1.4853, -0.3068, 0.1031], [-1.0227, -1.2336, -1.6724], [-1.6760, 1.2614, 0.3608], [-2.5890, 0.1564, -1.4496], [-0.0697, -3.0669, -2.1320], [0.9593, 2.0879, 1.5533], [0.6737, 0.6112, 2.5657], [-0.7128, 1.8893, 1.9569], [2.1092, 0.2491, -0.5902], [1.1846, -1.2242, -0.4419], [2.0774, -0.5428, 0.9833]], "forces_ev_per_angstrom": [[0.0, 0.4, 0.4], [0.4, 0.5, 1.1], [1.1, -1.2, 0.4], [-0.1, 1.3, 0.4], [-3.0, -1.9, -2.8], [-1.6, -0.4, 0.1], [-0.3, -0.4, -1.2], [0.3, -0.6, -0.3], [0.1, -0.8, -0.3], [-1.1, 1.5, -0.1], [2.1, 1.7, 0.2], [-0.1, 0.7, 1.0], [1.9, -1.5, 0.6], [-0.1, 0.4, 0.0], [0.4, 0.4, 0.5], [0.1, -0.2, 0.0]]}

***

{"formula": "CH8NS", "method": "ωB97M-V/def2-TZVPD", "total_charge": 1, "homo_lumo_gap_ev": 9.7, "lumo_energy_ev": -4.07, "e_above_lowest_ev": 0.064, "elements": ["N", "H", "H", "H", "H", "C", "S", "H", "H", "H", "H"], "coordinates": [[0.9621, -1.5558, -1.3559], [0.0740, -1.7857, -1.8081], [1.0274, -2.0585, -0.4695], [1.7685, -1.7774, -1.9406], [0.9551, -0.5367, -1.1257], [-1.1497, -0.1266, 1.0756], [0.0505, 1.0296, 0.3113], [-1.9652, 0.4411, 1.4831], [-1.5375, -0.8389, 0.3603], [-0.6316, -0.6118, 1.8994], [-0.8212, 1.6662, -0.4822]], "forces_ev_per_angstrom": [[0.1, 0.2, 0.1], [0.2, -0.1, -0.1], [0.0, -0.1, 0.0], [-0.1, -0.1, -0.1], [-0.2, 0.1, 0.2], [0.5, 0.3, -0.1], [-0.1, -0.2, 0.1], [-0.3, 0.2, 0.2], [0.0, -0.2, -0.1], [0.0, -0.1, -0.1], [0.0, 0.0, -0.1]]}

***

{"formula": "C4H7NO2", "method": "ωB97M-V/def2-TZVPD", "homo_lumo_gap_ev": [7.7, 8.1], "lumo_energy_ev": [-1.53, -0.82], "e_above_lowest_ev": 6.204, "elements": ["C", "C", "N", "O", "C", "C", "O", "H", "H", "H", "H", "H", "H", "H"], "coordinates": [[-1.4936, 0.0036, -0.6273], [-0.4583, 0.5978, 0.3040], [-0.7393, 1.6005, 1.1555], [0.0412, -0.1764, 1.2771], [1.8010, -0.8649, 0.4967], [1.4079, -0.2869, -0.6970], [0.8365, 0.8802, -0.7081], [-2.3560, -0.3226, -0.0361], [-1.8132, 0.7428, -1.3664], [-1.0910, -0.8691, -1.1469], [-1.7555, 1.7590, 1.1600], [2.1893, -0.2644, 1.3071], [2.0474, -1.9248, 0.5046], [1.3836, -0.8747, -1.6232]], "forces_ev_per_angstrom": [[0.0, 0.0, -0.1], [0.1, -0.6, 0.2], [-0.4, 1.1, -0.2], [0.3, -0.7, -0.2], [0.0, 0.0, 0.1], [0.0, -0.1, -0.1], [-0.2, -0.1, 0.0], [0.1, 0.1, -0.1], [0.0, -0.1, 0.1], [0.0, 0.1, 0.1], [0.1, -0.1, 0.1], [0.0, 0.0, -0.1], [-0.1, 0.2, 0.0], [0.1, 0.1, 0.1]]}

***

{"formula": "C12H14IrNO6Se2", "method": "ωB97M-V/def2-TZVPD", "homo_lumo_gap_ev": 6.8, "lumo_energy_ev": -0.75, "e_above_lowest_ev": 0.220, "elements": ["Ir", "O", "C", "C", "C", "O", "C", "Se", "C", "Se", "H", "H", "H", "H", "H", "H", "H", "H", "H", "H", "O", "C", "C", "C", "C", "C", "C", "C", "O", "N", "O", "O", "H", "H", "H", "H"], "coordinates": [[0.2092, 0.2049, 1.8095], [1.6074, 0.3883, 3.3668], [3.0312, 0.1033, 3.2282], [3.5946, 0.3997, 1.8426], [5.1291, 0.4510, 2.0376], [5.5652, 1.4980, 2.8860], [3.1415, 1.7611, 1.2972], [1.3665, 1.7990, 0.4857], [3.3457, -0.7232, 0.8321], [1.5231, -1.4349, 0.7127], [1.2885, 0.0156, 4.1972], [3.2030, -0.9473, 3.4718], [3.5360, 0.7432, 3.9527], [5.5960, 0.5211, 1.0502], [5.4717, -0.4771, 2.5006], [5.5480, 2.3242, 2.3946], [3.8139, 2.0443, 0.4823], [3.2076, 2.5177, 2.0790], [3.9550, -1.5887, 1.1053], [3.6534, -0.3823, -0.1565], [-1.1610, -0.5806, 3.2626], [-2.3416, -0.8605, 2.9945], [-2.9971, -0.8021, 1.7334], [-4.3440, -1.2261, 1.7245], [-5.0613, -1.2079, 0.5700], [-4.4906, -0.7640, -0.6399], [-3.1990, -0.3414, -0.6603], [-2.3956, -0.3363, 0.5208], [-1.1947, 0.0917, 0.3903], [-6.4543, -1.6558, 0.5847], [-6.9165, -2.0492, 1.6394], [-7.0606, -1.6411, -0.4694], [-2.9657, -1.1839, 3.8376], [-4.8123, -1.5709, 2.6367], [-5.0936, -0.7659, -1.5362], [-2.7315, 0.0061, -1.5706]], "forces_ev_per_angstrom": [[-0.2, 0.5, 0.2], [0.2, 0.2, -0.2], [0.0, 0.0, 0.1], [-0.1, 0.0, 0.0], [0.0, 0.0, 0.0], [0.0, 0.0, 0.0], [0.1, 0.0, 0.0], [-0.1, 0.0, -0.1], [0.0, 0.0, 0.0], [0.0, -0.4, 0.2], [-0.1, -0.1, -0.1], [0.0, 0.0, 0.0], [0.0, 0.0, 0.0], [0.0, 0.0, 0.0], [0.0, 0.0, 0.0], [0.0, 0.0, 0.0], [0.0, 0.0, 0.1], [0.0, 0.0, 0.0], [0.0, 0.0, 0.0], [0.0, 0.0, 0.0], [0.2, -0.3, -0.1], [0.0, 0.0, 0.1], [0.0, 0.0, 0.0], [0.0, 0.0, 0.0], [-0.1, 0.0, 0.0], [0.0, 0.0, 0.0], [-0.1, 0.0, 0.0], [0.2, 0.0, -0.1], [-0.1, 0.2, -0.1], [0.1, -0.3, -0.1], [0.0, 0.1, 0.0], [0.0, 0.1, 0.0], [0.0, 0.0, 0.0], [0.0, 0.0, 0.0], [0.0, 0.0, 0.0], [0.0, 0.0, 0.0]]}

***

{"formula": "C4H9NO2", "method": "ωB97M-V/def2-TZVPD", "homo_lumo_gap_ev": 10.6, "smiles": "O=CNCCCO", "lumo_energy_ev": 0.83, "e_above_lowest_ev": 1.150, "elements": ["O", "C", "N", "C", "C", "C", "O", "H", "H", "H", "H", "H", "H", "H", "H", "H"], "coordinates": [[-2.0735, -0.6139, -2.0249], [-0.9687, -0.5454, -1.5242], [-0.3116, 0.6050, -1.2580], [0.9282, 0.7238, -0.4889], [0.6770, 1.0111, 0.9684], [0.1474, -0.1960, 1.7405], [1.2894, -1.0019, 2.0949], [-0.3961, -1.4573, -1.2755], [-0.7943, 1.4636, -1.5008], [1.4996, -0.1936, -0.6450], [1.4787, 1.5211, -0.9844], [-0.0507, 1.8008, 1.0802], [1.5253, 1.3777, 1.5471], [-0.3430, 0.1560, 2.6471], [-0.5033, -0.8159, 1.1181], [1.0128, -1.6496, 2.7476]], "forces_ev_per_angstrom": [[0.2, 0.1, 0.1], [-0.3, -0.2, -0.2], [0.1, 0.2, 0.2], [-0.1, 0.0, -0.9], [-0.4, -0.4, 1.0], [1.0, -0.2, -0.1], [-0.1, 0.2, 0.0], [0.1, 0.1, 0.1], [0.0, -0.3, 0.1], [0.0, 0.0, 0.2], [0.3, 0.1, 0.2], [-0.4, 0.4, -0.3], [0.4, -0.1, -0.4], [-0.3, -0.1, 0.0], [-0.4, 0.3, 0.2], [0.0, -0.1, 0.0]]}

***

{"formula": "C4H5I", "method": "ωB97M-V/def2-TZVPD", "homo_lumo_gap_ev": 9.5, "smiles": "C=C1C[C@H]1I", "lumo_energy_ev": 0.40, "e_above_lowest_ev": 1.269, "elements": ["C", "C", "C", "C", "I", "H", "H", "H", "H", "H"], "coordinates": [[-0.0110, 0.3093, -0.0227], [0.5566, 1.5004, 0.0886], [-0.3489, -1.1191, 0.3962], [-1.2710, -0.5011, -0.5337], [-3.2604, 0.0794, 0.0243], [0.2297, 2.2845, -0.4786], [1.4173, 1.5007, 0.6447], [0.0492, -2.0489, 0.0665], [-0.8490, -1.1230, 1.3723], [-1.3681, -0.6734, -1.6116]], "forces_ev_per_angstrom": [[-2.9, -2.3, -0.6], [-0.9, -3.6, -0.1], [-0.2, 0.9, 1.3], [-0.1, 3.4, -1.6], [0.4, -0.1, 0.1], [-0.8, 2.1, -1.1], [2.1, 0.7, 1.3], [1.0, -0.4, 0.1], [0.7, -0.4, 0.0], [0.6, -0.4, 0.6]]}